1.
16
Properties=species:S:1:pos:R:3:forces:R:3:nbo_charge:R:1 method="wB97M-V/def2-TZVPD" total_charge=0 lumo_ev=1.098 relative_energy_ev=0.360 total_energy_ha=-159.57174
C -0.52400 0.26954 2.64202 -0.2 -1.2 -0.2 -0.598
C 1.09714 0.31152 -2.84403 0.3 1.3 1.0 -0.617
C -0.19117 0.59132 -2.08355 -1.3 -0.1 0.3 -0.621
C -0.40383 -1.21777 2.20148 0.9 1.5 0.5 -0.602
H -1.17768 0.34429 3.49910 -0.4 0.1 0.2 0.198
H -0.10202 0.49508 -1.00853 0.3 -0.1 0.3 0.204
H 0.33383 -1.25592 1.40104 -0.2 -0.2 -0.3 0.198
H 0.07842 -1.68963 3.05728 -0.4 -0.7 -0.1 0.201
H 0.45215 0.55492 2.99766 0.4 0.6 -0.1 0.199
H 1.00061 -0.49942 -3.51855 0.0 -0.7 -0.7 0.209
H -1.02898 -0.06831 -2.33502 0.4 -0.3 -0.2 0.205
H -0.65989 1.56362 -2.23460 0.5 0.3 -0.2 0.206
H -1.34621 -1.64383 1.89104 -0.1 -0.3 0.1 0.204
H -0.89300 0.90237 1.84194 0.1 0.2 0.0 0.200
H 1.43885 1.20694 -3.35132 -0.2 0.1 -0.5 0.207
H 1.92578 0.13530 -2.15597 -0.1 -0.4 0.1 0.206

2.
16
Properties=species:S:1:pos:R:3:forces:R:3:nbo_charge:R:1 method="wB97M-V/def2-TZVPD" spin_multiplicity=2 total_charge=+1 lumo_ev="-3.099 / -11.456" relative_energy_ev=2.290 total_energy_ha=-159.08569 s_squared=0.753
C -1.23742 1.00518 0.53106 -0.6 0.8 1.5 -0.583
C 1.87124 0.18088 -0.42301 1.6 -2.3 -0.2 -0.505
C 1.40200 -1.17612 0.09152 2.9 1.2 -0.4 -0.637
C -2.10332 0.02627 -0.23644 -1.1 0.3 7.1 -0.574
H 3.05279 0.41274 -0.16170 -2.1 -0.3 -0.6 0.372
H 1.12242 0.79983 -0.02744 -0.2 2.1 -0.5 0.237
H -3.12093 0.36078 -0.05501 -0.4 -0.4 -0.8 0.272
H -1.74213 -0.14292 -1.11881 1.5 -0.9 -5.5 0.217
H -1.76380 1.59744 1.39345 1.0 -1.3 -1.8 0.260
H 2.23425 -1.67972 0.61666 -0.3 -0.7 -0.9 0.284
H -0.61897 1.69043 -0.05974 -0.4 0.4 -0.3 0.242
H 2.12875 0.19583 -1.64715 -0.5 0.3 2.2 0.386
H -0.39515 0.42366 0.96111 -0.2 0.1 0.5 0.245
H 0.59898 -1.19263 0.74178 -1.5 0.8 1.7 0.228
H 0.94482 -1.67901 -0.73061 0.4 -1.4 -1.4 0.297
H -2.03603 -1.00362 0.30870 -0.4 1.2 -0.7 0.259